Record 1
Entry from the Open Molecules 2025 dataset: a molecular structure, C47H37CdN7O3S3 (ωB97M-V/def2-TZVPD).

Total charge: 0
Molecular weight, g/mol: 956.47
E_tot, Ha: -3784.56918
Energy relative to the best compared isomer or geometry (same formula, charge and spin), eV: 2.352
Highest occupied orbital energy, eV: -8.01
Gap between HOMO and LUMO, eV: 8.040

Each line ends with the Löwdin charge.
CARTESIAN COORDINATES (ANGSTROEM)
Cd  -0.54  0.68  -0.87  1.485
C  -4.31  4.07  -1.96  -0.052
C  -3.27  4.88  -2.39  -0.074
C  -2.14  4.28  -2.94  -0.022
C  -2.12  2.90  -3.04  -0.257
N  -3.11  2.11  -2.63  0.132
C  -4.18  2.70  -2.10  -0.124
C  -1.02  2.17  -3.73  -0.207
C  -0.45  2.66  -4.90  -0.003
C  0.42  1.85  -5.61  -0.036
C  0.64  0.56  -5.17  -0.002
C  0.05  0.14  -3.99  -0.218
N  -0.71  0.96  -3.25  0.095
C  0.13  -1.29  -3.55  -0.264
C  1.23  -2.08  -3.85  -0.017
C  1.20  -3.42  -3.47  -0.047
C  0.08  -3.90  -2.82  -0.054
C  -0.95  -3.02  -2.54  -0.129
N  -0.94  -1.74  -2.89  0.109
H  -5.20  4.49  -1.52  0.110
H  -3.32  5.95  -2.29  0.111
H  -1.30  4.87  -3.27  0.113
H  -4.97  2.03  -1.76  0.101
H  -0.72  3.64  -5.26  0.114
H  0.88  2.21  -6.52  0.113
H  1.24  -0.13  -5.76  0.112
H  2.10  -1.66  -4.34  0.117
H  2.05  -4.06  -3.66  0.110
H  0.02  -4.93  -2.50  0.104
H  -1.82  -3.35  -1.99  0.113
O  -1.53  2.32  -0.01  -0.295
C  -2.30  2.02  1.09  -0.593
C  -3.41  1.02  0.73  -0.503
C  -3.30  -0.14  0.01  -0.168
C  -4.52  -0.84  -0.15  -0.175
C  -5.56  -0.20  0.46  -0.412
S  -5.05  1.24  1.20  1.022
C  -2.87  3.33  1.65  -0.497
C  -2.69  4.55  1.06  -0.128
C  -3.19  5.63  1.83  -0.178
C  -3.73  5.21  3.01  -0.411
S  -3.61  3.52  3.19  1.019
C  -1.39  1.43  2.22  -0.534
C  0.74  1.72  2.22  -0.129
C  1.27  0.76  3.28  -0.083
C  -0.62  -0.15  3.94  -0.418
S  -2.24  0.35  3.38  1.038
H  -2.40  -0.55  -0.44  0.060
H  -4.61  -1.76  -0.69  0.102
H  -6.59  -0.50  0.50  0.062
H  -2.18  4.63  0.11  0.098
H  -3.15  6.66  1.53  0.097
H  -4.19  5.81  3.78  0.060
H  1.40  2.23  1.52  0.144
H  2.33  0.60  3.43  0.118
H  -0.67  -1.03  4.59  0.112
O  2.13  0.57  -1.68  -0.006
C  2.03  -0.54  -1.16  -0.620
N  3.01  -1.47  -1.03  0.144
C  2.59  -2.54  -0.14  -0.249
C  1.06  -2.20  -0.04  -0.453
O  0.25  -2.90  0.53  0.052
N  0.85  -1.00  -0.63  0.064
C  2.89  -3.92  -0.72  -0.149
C  4.05  -4.10  -1.47  -0.034
C  4.36  -5.33  -2.03  -0.083
C  3.50  -6.41  -1.84  -0.090
C  2.36  -6.25  -1.08  -0.076
C  2.05  -5.01  -0.52  -0.054
C  3.16  -2.39  1.27  -0.129
C  2.87  -3.36  2.23  -0.016
C  3.34  -3.23  3.52  -0.065
C  4.11  -2.13  3.88  -0.090
C  4.40  -1.16  2.93  -0.097
C  3.91  -1.28  1.64  -0.028
H  3.97  -1.19  -1.15  0.142
H  4.73  -3.27  -1.62  0.110
H  5.27  -5.45  -2.60  0.103
H  3.74  -7.37  -2.28  0.101
H  1.69  -7.08  -0.92  0.107
H  1.15  -4.88  0.05  0.106
H  2.28  -4.22  1.95  0.111
H  3.10  -3.99  4.26  0.105
H  4.47  -2.03  4.89  0.102
H  5.00  -0.30  3.20  0.105
H  4.13  -0.50  0.92  0.112
C  0.46  3.36  4.94  -0.068
N  -0.33  2.30  4.33  -0.135
C  0.29  1.00  4.48  -0.223
C  0.28  -0.30  2.70  -0.188
N  -0.20  0.68  1.67  -0.033
C  -0.44  2.48  2.90  -0.199
H  0.52  3.19  6.02  0.086
H  -0.03  4.31  4.77  0.087
H  1.49  3.42  4.55  0.094
H  0.66  0.85  5.49  0.146
H  0.53  -1.28  2.32  0.120
H  -0.62  3.51  2.62  0.146



Record 2
Entry from the Open Molecules 2025 dataset: C5H5N3O in the gas phase at a distorted geometry (ωB97M-V/def2-TZVPD).

Total charge: 0
Molecular weight, g/mol: 123.11
E_tot, Ha: -432.79085
Energy relative to the best compared isomer or geometry (same formula, charge and spin), eV: 6.882
SMILES: C=CN(N=C)C(=O)C#N
Highest occupied orbital energy, eV: -9.24
Gap between HOMO and LUMO, eV: 8.302

Each line ends with the Löwdin charge.
CARTESIAN COORDINATES (ANGSTROEM)
C  -1.15  1.94  0.60  0.017
C  -0.23  1.49  -0.21  -0.316
C  2.75  0.00  0.27  0.118
C  -0.17  -0.93  0.13  -0.424
C  -1.60  -0.97  0.01  -0.067
H  -1.37  0.93  1.31  0.120
H  -1.95  2.65  0.32  0.075
H  0.12  1.99  -1.24  0.167
H  3.63  0.44  -0.37  0.086
H  2.80  -0.64  1.20  0.079
N  0.41  0.37  -0.04  -0.188
N  1.64  0.44  -0.65  0.049
N  -2.78  -0.71  -0.36  0.189
O  0.54  -1.91  0.17  0.096